Record 1
C39H32MgN5O7S3 | wB97M-V/def2-TZVPD

Structure (XYZ):
```
87
Properties=species:S:1:pos:R:3:forces:R:3
S 2.67465 1.25404 0.75810 0.078 -0.569 -0.111
C -0.73285 0.69394 5.23660 -0.024 -0.208 0.038
O 3.84095 1.12264 1.60880 -0.204 -0.042 -0.236
H -2.09765 0.45544 3.60130 -0.121 -0.009 0.036
H -1.12315 -5.95176 -5.81670 0.043 -0.070 0.126
C -2.26755 -2.49726 -4.24390 0.031 0.149 0.070
Mg -1.60555 -0.10856 0.56050 1.067 -0.471 -0.064
O 1.78525 2.34594 1.14110 -0.120 0.075 -0.094
C -4.78765 -2.57966 2.09040 0.054 0.040 -0.376
C -2.77445 -2.58046 -2.96010 -0.198 0.579 0.194
N -0.02755 -2.18456 0.47650 -0.688 0.413 -0.043
N 1.74655 -0.03536 0.57440 0.094 1.901 -0.129
H -1.85415 -3.04116 0.25120 -0.106 -0.065 0.066
C -3.44275 -1.52526 0.36000 -1.939 -1.227 0.860
C -2.86625 -3.80946 -2.33310 0.058 -0.086 0.028
C 1.82645 -3.71866 0.72800 -0.191 0.302 -0.022
C 3.20565 -3.95056 0.82260 0.441 0.065 0.023
C -2.44305 -4.95376 -2.97920 -0.010 0.058 -0.066
H 5.14005 -3.06186 0.82250 0.068 0.020 0.033
C -0.81535 -3.23216 0.42780 -0.010 -0.058 -0.073
H -0.34665 3.31504 -0.54920 0.055 -0.041 0.034
N -1.68985 -6.04616 -4.98980 0.084 -0.276 -0.155
H -1.47625 -3.58046 -5.91500 0.010 0.051 -0.109
H 3.97795 2.83214 -5.45500 -0.017 0.009 -0.084
H 4.26095 0.66554 -3.87600 0.019 -0.154 -0.138
H -1.48605 6.87994 2.65800 -0.019 0.056 0.063
O -2.94945 0.02354 -2.90900 0.276 -0.071 0.086
C -2.76875 2.01194 1.75210 0.149 0.459 0.220
C 1.29785 -2.39026 0.61870 0.982 -0.546 0.084
H 0.78955 1.10964 6.68550 -0.011 0.016 0.068
C 0.38685 2.73754 3.74960 -0.060 -0.106 0.000
H -1.50975 -6.86896 -4.43820 0.095 0.046 -0.106
H 1.32705 -5.80916 0.83320 -0.022 -0.027 0.003
H 3.45745 -0.16556 -1.69230 -0.045 -0.178 -0.035
H 0.83485 3.52384 3.16280 0.032 0.049 -0.005
C 2.22895 -1.28606 0.63210 0.941 -0.813 0.028
C -0.37625 5.41654 -0.17120 0.033 0.159 -0.102
H -5.52995 -3.10156 2.65740 -0.173 -0.049 0.186
H -3.28715 -3.87046 -1.34240 -0.020 -0.092 0.155
N -2.78045 -1.10866 -0.69490 0.425 0.323 -2.131
C -1.21665 6.09874 1.96120 -0.030 0.054 0.060
C 3.87065 3.61094 -2.29850 0.004 -0.101 -0.031
O -3.04815 1.17024 0.86130 -0.390 -0.013 -0.455
C 3.59475 -1.59336 0.68100 -0.290 0.165 -0.055
H 0.01505 5.66174 -1.14870 0.042 0.018 -0.074
H 3.16785 3.82564 -0.27790 -0.048 0.123 0.060
O -0.58985 1.41554 0.95920 0.815 1.058 0.033
H -0.48185 7.45864 0.47360 -0.044 0.052 -0.037
H -1.85505 4.51704 3.25770 0.000 -0.020 0.093
C -1.22525 2.32044 1.84880 -1.049 0.265 0.475
O -4.86105 -1.29866 -2.08900 0.137 -0.090 0.106
H 0.36815 1.68514 0.95770 0.042 -0.329 -0.058
C -1.96575 -4.88786 -4.29010 -0.181 0.334 0.087
H -2.49725 -5.91266 -2.48320 -0.076 -0.094 0.058
S -3.43195 -1.10516 -2.16800 0.000 -0.316 -0.563
H 4.30385 -0.78366 0.67900 0.042 0.017 -0.005
N -2.92095 -1.37746 1.55590 0.457 -0.077 -0.060
C -3.67865 -1.95046 2.52620 -0.304 -0.280 0.231
O -3.53065 2.59524 2.50120 -0.096 0.306 0.381
C -0.70205 2.03704 3.24240 0.079 0.121 0.157
C 3.57745 0.89174 -1.86710 0.028 -0.180 -0.050
C -1.25195 1.00544 3.99220 0.025 0.106 -0.017
H 4.64895 4.28964 -4.71990 -0.009 0.110 -0.022
C 4.07285 -2.88956 0.78200 -0.188 -0.631 -0.006
C 4.17055 2.72544 -3.32500 0.027 -0.018 -0.003
C 0.91925 2.40334 4.98150 0.117 0.019 0.074
C 0.93075 -4.80666 0.72460 -0.256 0.167 -0.040
H 3.55655 -4.96766 0.91160 0.067 -0.122 -0.001
C 3.27155 1.78714 -0.86390 -0.221 -0.159 0.533
C -0.57405 4.09034 0.16880 -0.043 -0.156 0.142
H 1.78065 2.93654 5.35720 0.079 0.055 0.006
C -1.05205 3.75574 1.43080 0.124 0.231 -0.290
S -4.94285 -2.40236 0.35820 -0.260 -0.120 0.826
C -1.41405 4.77574 2.30760 0.024 -0.089 -0.044
H -2.20635 -1.52496 -4.70620 0.065 0.095 -0.115
C 4.63525 3.20454 -4.67040 0.006 -0.019 0.046
C -1.86345 -3.63936 -4.90750 -0.006 -0.189 0.068
C 3.42265 3.14434 -1.07410 -0.027 0.155 0.100
H -3.35745 -1.87266 3.55220 -0.004 -0.018 0.088
C -0.67185 6.42494 0.73000 0.038 0.065 -0.097
C -0.40115 -4.56386 0.56620 0.260 -0.110 0.048
H -1.18075 -0.09006 5.82940 -0.052 -0.130 0.014
H 3.97745 4.67334 -2.46120 -0.001 0.137 -0.012
H 5.64135 2.84414 -4.88170 0.074 -0.021 -0.049
C 0.36445 1.37844 5.72790 0.016 0.042 0.073
H -1.13765 -5.35466 0.55150 -0.024 -0.030 -0.045
C 4.02635 1.36354 -3.08760 -0.021 0.005 0.047
```
Positions in Å, forces in eV/Å.

The calculation puts the LUMO energy at 2.2037 eV. The value obtained for the frontier orbital gap is 7.209 eV. The calculation puts the HOMO energy at -0.18394 Eh. Its energy above the lowest of the compared OMol25 structures with the same formula, charge and spin is 246.10 kJ/mol. For the total energy, the calculation gives -100702.2216 eV. As for the net charge: -1. As for the spin multiplicity: 1.

Record 2
C3H3AlO | wB97M-V/def2-TZVPD

Structure (XYZ):
```
8
Properties=species:S:1:pos:R:3:forces:R:3
H 0.60281 -0.89621 -1.56351 0.136 0.154 0.067
C -0.13984 0.71708 -0.26725 -0.098 0.760 1.459
Al -1.96448 0.35232 1.90246 -4.081 1.294 4.728
C 0.77137 -0.35154 -0.62605 -0.383 -1.867 -0.126
H 0.03175 1.79014 -0.20055 -0.187 0.039 -0.724
C -0.91403 -0.08634 0.58734 4.503 -2.532 -4.649
O -0.20968 -1.23607 0.48536 0.311 2.356 -0.929
H 1.82209 -0.28937 -0.31781 -0.201 -0.203 0.173
```
Positions in Å, forces in eV/Å.

The calculation puts the LUMO energy (spin up / spin down) at -13.0482 / -13.4379 eV. The value obtained for the frontier orbital gap (spin up / spin down) is 8.383 / 6.767 eV. The calculation puts the HOMO energy (spin up / spin down) at -0.78760 / -0.74251 Eh. Its energy above the lowest of the compared OMol25 structures with the same formula, charge and spin is 0.00 kJ/mol. For the total energy, the calculation gives -11777.9456 eV. As for the net charge: +2. As for the spin multiplicity: 1.

Record 3
C18H39F4IN9O5P2 | wB97M-V/def2-TZVPD

Structure (XYZ):
```
78
Properties=species:S:1:pos:R:3:forces:R:3
H -1.43297 -1.29542 -8.97460 -0.105 -0.104 -0.107
F -0.82228 -0.98745 0.96554 0.170 0.376 -0.193
N 3.67015 1.78306 0.59728 1.285 -0.401 0.239
H -1.85248 2.86626 -5.93274 -0.083 -0.077 0.036
O 6.41614 -0.39652 0.83347 -0.425 -0.366 -0.270
H -4.00592 0.69547 -6.48320 -0.040 0.009 0.014
C 3.22217 0.67556 0.00556 -3.341 0.455 -0.914
C -2.51542 -2.83171 -7.12812 -0.146 -0.414 0.247
H 0.72666 0.51716 8.94896 -0.004 0.270 -0.105
N 4.14315 -0.29178 -0.02221 0.786 2.641 1.013
C 1.68280 -0.76346 5.24750 -0.434 -0.315 0.265
H -0.88206 -1.31208 4.29070 0.180 0.230 0.038
H 1.16416 1.49303 2.86430 0.070 0.061 0.095
H -3.20555 -1.24722 -9.04313 0.007 -0.074 0.111
H -3.36977 0.34819 6.14130 0.096 -0.068 -0.064
C 0.24890 0.29674 7.99105 -0.437 -0.388 0.009
H 0.19416 3.54780 7.24762 0.025 -0.108 -0.114
H 0.31541 -1.71328 -3.54192 0.119 0.000 0.006
N 3.46734 -3.10512 1.32720 0.369 0.794 -0.940
N -2.41315 -1.35710 -7.06470 2.497 -0.700 -2.188
H 2.66482 1.22564 3.78118 0.037 0.125 -0.068
F -0.53601 -0.31197 -1.04866 -0.029 0.705 -0.072
C -0.34782 0.02322 0.21917 -0.334 -1.146 1.767
F 5.76505 2.34825 1.62642 -0.377 0.237 -0.139
C -3.42251 0.84009 -5.56479 -0.400 -0.269 -0.311
C 4.98323 1.52866 0.99082 -0.913 -1.168 -0.513
H -3.28032 -3.12280 -7.85202 0.093 0.319 -0.171
N -1.30414 0.32234 5.60692 -1.576 2.183 -2.076
H -1.57116 -3.29469 -7.42277 -0.080 -0.107 -0.034
P -1.06918 -0.66171 -6.15680 -3.494 0.863 6.808
H -0.28849 -3.35797 -3.83335 -0.216 0.064 -0.012
N 0.93385 0.27611 4.56374 0.232 -0.331 -0.689
C 0.01802 2.65106 7.84107 0.217 0.397 -0.175
F -1.02482 1.11712 0.57957 0.047 -0.050 -0.823
H 0.68528 -2.56852 -5.05327 0.026 0.139 0.077
H -2.83499 -3.26141 -6.18373 0.203 0.191 0.105
C -2.32167 -1.74546 -3.89781 -0.510 -0.029 -0.331
H 2.18495 -1.41627 4.52800 -0.007 0.191 -0.143
H 0.75524 -0.58999 7.62593 -0.106 0.023 -0.226
H -0.79497 0.03350 8.20475 0.004 -0.024 0.027
H -3.68423 1.82590 -5.17062 0.262 0.065 -0.089
H -2.44982 1.67964 6.80100 0.156 0.007 -0.031
C 5.26671 0.25348 0.61156 1.881 -0.123 0.338
N -1.98785 0.76133 -5.78155 0.145 0.501 -0.486
H 1.97038 -0.05704 2.76444 -0.073 -0.204 0.224
O 0.95439 2.62097 5.06250 -3.419 1.672 -1.178
H 7.12693 -0.07764 0.25599 -0.078 -0.072 0.056
H 2.44387 -0.35108 5.92145 -0.009 -0.068 0.068
N -1.30114 -1.86597 -4.92011 0.258 -0.672 0.333
O 0.24644 -0.16085 -5.58906 1.096 -0.498 -3.730
C 3.74612 -2.38268 0.46696 -0.324 -0.611 0.164
C -1.55362 1.97065 -6.48257 0.445 0.084 0.090
H -2.19150 -0.83757 -3.29390 -0.137 0.021 0.031
H -1.76158 0.02582 3.53466 -0.079 -0.104 -0.051
C -2.56624 1.04945 5.91733 -0.058 0.045 0.779
H -1.98629 2.03534 -7.48988 -0.076 0.127 0.028
H -3.78202 0.13880 -4.81988 0.122 -0.196 -0.115
C -1.63453 -0.54682 4.45624 0.135 -0.418 -0.229
H 1.48203 1.56022 -0.97243 0.142 -0.258 0.389
H 1.82160 -0.13293 -1.36400 -0.341 0.133 0.409
H -2.31552 0.17573 -8.55562 0.061 0.006 0.144
H -1.03895 2.64637 8.13911 0.028 -0.010 0.140
C 1.72415 0.76218 3.44693 0.052 0.327 0.070
O 0.97637 0.17585 0.55786 -0.085 0.040 -1.191
C -2.33151 -0.91352 -8.48423 -0.427 0.642 -0.068
H -2.30151 -2.60623 -3.22435 0.254 -0.010 -0.058
H 0.62024 2.74616 8.74688 0.011 -0.116 -0.028
H -2.87758 1.68869 5.08751 -0.146 -0.106 -0.027
O 4.02017 -1.54399 -0.55401 -0.247 -0.516 0.951
N 0.37884 1.43916 7.10200 -0.407 0.542 0.256
C -0.08711 -2.39229 -4.30608 0.168 0.072 -0.253
H -2.56176 -1.09068 4.65198 -0.087 0.295 0.201
P 0.00759 1.48664 5.41293 5.736 -4.222 2.932
C 1.78419 0.59432 -0.53175 1.546 -0.528 -0.515
H 1.01772 -1.42913 5.79957 0.012 0.121 0.162
I 2.67191 3.55433 0.89068 0.081 -0.168 0.092
H -0.46897 2.00628 -6.58193 -0.013 -0.159 0.044
H -3.32372 -1.76626 -4.32986 0.008 0.221 -0.033
```
Positions in Å, forces in eV/Å.

The calculation puts the LUMO energy at -5.0858 eV. The value obtained for the frontier orbital gap is 4.989 eV. The calculation puts the HOMO energy at -0.37025 Eh. For the total energy, the calculation gives -80480.4296 eV. As for the net charge: +1. As for the spin multiplicity: 1.

Record 4
C5H12N2O2Sn | wB97M-V/def2-TZVPD

Structure (XYZ):
```
22
Properties=species:S:1:pos:R:3:forces:R:3
H 25.71155 40.62360 -11.43282 -0.004 -0.105 -0.039
H 25.80818 39.10926 -12.40142 0.218 0.145 0.066
H 26.09459 34.23683 -6.61157 0.150 -0.467 -0.301
C 26.84615 33.04173 -8.20378 1.329 0.852 1.016
H 27.16653 38.27972 -7.85735 -0.597 -0.365 -0.579
H 28.53915 39.61634 -10.07861 -0.437 0.033 -0.509
H 28.41781 37.37427 -8.70355 0.418 0.205 0.265
H 28.60002 31.66354 -8.45276 -0.146 0.193 0.105
H 28.60504 38.93376 -7.70555 1.041 0.139 -0.897
N 26.85047 33.74780 -7.06939 2.873 -0.051 0.606
N 27.75022 39.11056 -9.70193 -0.735 -0.531 0.080
Sn 22.43802 35.49056 -8.98747 0.733 -0.076 -0.099
H 28.07890 32.59592 -9.90062 -0.340 -0.555 0.082
C 28.06249 38.37799 -8.47031 -1.448 0.001 0.557
C 26.30947 39.74378 -11.67055 1.376 -0.440 1.145
H 28.88581 33.44685 -8.71017 0.284 -0.202 0.602
H 27.81262 33.81814 -6.77033 -0.383 0.698 1.075
H 27.31926 40.04639 -11.94775 -0.292 0.259 -0.834
C 26.55434 38.96986 -10.36472 -0.789 0.779 0.950
O 25.56162 38.39309 -9.86608 0.902 -0.425 -0.126
C 28.19733 32.60861 -8.81716 -0.609 0.815 -0.339
O 25.79307 32.89657 -8.73396 -3.542 -0.903 -2.826
```
Positions in Å, forces in eV/Å.

The calculation puts the LUMO energy at -12.2844 eV. The value obtained for the frontier orbital gap is 3.076 eV. The calculation puts the HOMO energy at -0.56449 Eh. Its energy above the lowest of the compared OMol25 structures with the same formula, charge and spin is 592.08 kJ/mol. For the total energy, the calculation gives -18264.6989 eV. As for the net charge: +2. As for the spin multiplicity: 1.

Question: Which value of net charge does entry 1 give?
Answer: -1